[1]
Entry from OMol25: a structure of composition C15H23F9NO3P2Sr in a non-equilibrium geometry (ωB97M-V/def2-TZVPD).

Positions of all 54 atoms, in Å:
Sr (0.2311, 0.6961, 0.1398)
P (2.3333, -1.2178, 0.1895)
P (-2.4175, 0.6760, -0.8656)
F (-0.2095, 2.4196, 3.3208)
F (0.8278, -1.1142, 5.4990)
F (-2.2987, 0.8044, 3.3289)
F (2.1664, -0.9825, 3.7242)
F (0.5338, 1.6182, 5.2656)
F (1.8116, 1.5790, 3.4375)
F (0.4373, -2.3376, 3.6797)
F (-1.9904, -1.3620, 3.4302)
F (-1.7135, -0.1295, 5.2666)
O (0.0496, -0.1282, 2.1419)
O (2.5598, 3.6292, -2.9651)
O (-1.1530, 5.6310, -0.8350)
N (-0.0828, -1.2650, -1.7659)
C (3.8141, -0.2758, 0.7291)
C (-1.5304, -0.1717, 3.9135)
C (1.0439, -2.5913, -3.4671)
C (-1.3535, -2.2416, -3.5960)
C (-2.5556, -0.8690, -1.8311)
C (0.8582, -1.1184, 4.1382)
C (0.5320, 1.4289, 3.9140)
C (2.1883, -2.7853, 1.1006)
C (1.0449, -1.8270, -2.2901)
C (-2.3840, 2.1054, -2.0253)
C (-0.0219, 0.0072, 3.5016)
C (2.3999, -1.5280, -1.6055)
C (-3.7837, 0.8434, 0.3402)
C (-1.2574, -1.4587, -2.4339)
C (-0.1801, -2.8079, -4.1171)
H (-1.5964, 6.4056, -0.4385)
H (-3.7470, -0.0391, 1.0269)
H (4.6382, -0.9798, 0.4936)
H (-1.5232, 4.8918, -0.3201)
H (-2.3469, -2.3901, -4.0627)
H (2.8610, -0.5990, -2.0283)
H (-4.6738, 0.8826, -0.3243)
H (1.2675, -3.3006, 0.7505)
H (3.8585, 0.6738, 0.1402)
H (-3.6194, 1.7672, 0.9492)
H (1.7723, 3.8574, -2.4382)
H (3.0753, -2.4013, -1.6066)
H (2.0801, -2.6012, 2.1904)
H (-1.5391, 1.9600, -2.7390)
H (-0.2185, -3.4163, -5.0237)
H (-2.2119, 3.0580, -1.4658)
H (2.3453, 4.0076, -3.8388)
H (-2.9989, -1.5877, -1.1055)
H (2.0035, -3.0012, -3.8367)
H (3.7312, -0.0232, 1.8159)
H (3.1225, -3.3100, 0.8238)
H (-3.2785, -0.5497, -2.6030)
H (-3.3824, 2.0251, -2.4969)

Atoms 1-3, force components in eV/Å:
Sr 0.5955 0.3855 0.1338
P -2.2256 1.7549 1.1862
P 2.1803 0.3582 1.5272

Output
highest occupied orbital energy: -11.0 eV
total energy: -67427.884 eV
orbital gap: 7.71 eV
ΔE to the lowest compared entry with this formula, charge and spin: 137.7 kJ/mol
charge: +1
LUMO level: -3.28 eV



[2]
Entry from OMol25: a cluster of 2 separate species, C15H23FN3O3S in total in a non-equilibrium geometry (ωB97M-V/def2-TZVPD).

Positions of all 46 atoms, in Å:
S (-1.3679, 1.5007, -1.8579)
F (-2.8427, 2.0527, -2.4051)
O (-0.2828, 2.3069, -2.5146)
O (-1.1445, 0.0585, -2.2466)
O (-3.6242, -1.7564, 2.3507)
N (3.5254, -3.8270, -0.8774)
N (-2.7634, 3.4317, 0.3019)
N (0.0009, 0.7935, 0.2421)
C (4.3311, -3.1924, -3.0543)
C (3.0547, -2.8000, -3.4292)
C (-3.3453, -0.1695, 0.4058)
C (2.2300, 0.8871, 1.5473)
C (2.3010, -3.4388, -1.2644)
C (-1.2344, 1.5617, 0.0357)
C (-1.2774, 3.1449, 0.2874)
C (2.7349, -0.6242, 1.2594)
C (-3.5885, 2.4205, 0.5482)
C (-2.5693, 1.1659, 2.4352)
C (-2.9995, -1.4261, 1.3200)
C (0.6146, 0.9765, 1.5911)
C (-2.5739, 1.1826, 0.8044)
C (2.0151, -2.9249, -2.5191)
C (4.5124, -3.6975, -1.7766)
H (5.4912, -4.0211, -1.4379)
H (-4.4869, -0.0296, 0.4610)
H (-2.2708, 2.2370, 2.7429)
H (2.0314, -1.1405, 0.5176)
H (5.1660, -3.1087, -3.7385)
H (-0.7843, 3.7974, -0.5022)
H (2.8369, -1.2403, 2.2222)
H (0.3129, 1.9182, 2.1520)
H (-1.7679, 0.4737, 2.8398)
H (-3.1222, -0.4710, -0.6739)
H (0.2909, 0.0697, 2.2250)
H (-0.8643, 3.5021, 1.3006)
H (-3.6151, 0.9507, 2.8194)
H (-3.2354, 4.3392, 0.1296)
H (0.6967, 1.1604, -0.4335)
H (1.0058, -2.6295, -2.7780)
H (1.5224, -3.5531, -0.5166)
H (-4.7212, 2.3823, 0.5817)
H (2.6966, 1.6519, 0.8467)
H (2.5718, 1.1181, 2.6218)
H (2.8718, -2.4012, -4.4208)
H (3.7842, -0.5311, 0.8345)
H (-2.1166, -2.1009, 1.0227)

Atoms 1-3, force components in eV/Å:
S 4.3658 -3.9655 -5.2442
F 1.8911 -0.6739 1.4488
O -3.6478 -0.5310 2.7000

Output
highest occupied orbital energy: -11.4 eV
total energy: -40081.792 eV
orbital gap: 6.21 eV
charge: +1
LUMO level: -5.23 eV



[3]
Entry from OMol25: a structure of composition C15H23I2OP2Sc in a non-equilibrium geometry (ωB97M-V/def2-TZVPD).

Positions of all 44 atoms, in Å:
I (3.6770, 3.0252, -4.3032)
I (3.1390, -1.7140, -2.7882)
Sc (1.5416, 0.1851, -1.5929)
P (-0.7739, -0.0072, -2.6445)
P (2.5832, 0.6690, 0.6898)
O (1.0377, 3.4705, -1.7488)
C (-3.9066, -1.2081, 2.6770)
C (0.1569, -0.5761, -0.1046)
C (-3.0168, -0.8299, 1.6849)
C (-1.1770, -1.6218, 3.0785)
C (-1.5265, -1.6614, -2.7876)
C (-2.0961, 0.9865, -1.8999)
C (-0.6799, -0.7872, 0.8188)
C (-2.0910, -1.9884, 4.0520)
C (-0.5849, 0.5801, -4.3404)
C (1.1707, 2.3362, -1.6524)
C (1.6150, 1.7206, 1.8164)
C (4.1170, 1.5594, 0.3488)
C (3.0714, -0.7281, 1.7553)
C (-1.6227, -1.0344, 1.8705)
C (-3.4632, -1.7975, 3.8701)
H (-0.3766, 1.6582, -4.3447)
H (0.6043, 1.3005, 1.8831)
H (-1.5041, 0.3841, -4.8930)
H (3.6318, -0.4488, 2.6555)
H (-3.0852, 0.7538, -2.3050)
H (4.6891, 1.6733, 1.2702)
H (-4.9801, -1.1113, 2.5482)
H (0.2415, 0.0549, -4.8373)
H (3.6878, -1.4308, 1.1653)
H (3.8991, 2.5505, -0.0690)
H (-1.8883, 2.0561, -2.0511)
H (2.1493, -1.2567, 2.0450)
H (-2.4641, -1.6889, -3.3523)
H (-1.6972, -2.0201, -1.7595)
H (-2.0973, 0.7907, -0.8198)
H (-0.8040, -2.3472, -3.2667)
H (1.5372, 2.7377, 1.3999)
H (-3.4009, -0.4675, 0.7124)
H (-0.1138, -1.8800, 3.2023)
H (4.7296, 0.9999, -0.3705)
H (-1.7741, -2.4819, 4.9606)
H (2.0400, 1.7825, 2.8248)
H (-4.1952, -2.1876, 4.6023)

Atoms 1-3, force components in eV/Å:
I -0.0627 -0.1989 0.1038
I -0.6168 0.7794 0.4532
Sc 1.3691 -3.3931 -0.8257

Output
highest occupied orbital energy (spin up / spin down): -14.6 / -14.7 eV
total energy: -73438.443 eV
orbital gap (spin up / spin down): 6.33 / 4.58 eV
ΔE to the lowest compared entry with this formula, charge and spin: 65.3 kJ/mol
charge: +2
LUMO level (spin up / spin down): -8.31 / -10.08 eV



[4]
Entry from OMol25: a structure of composition C15H23ILuN5O2S in a non-equilibrium geometry (ωB97M-V/def2-TZVPD).

Positions of all 48 atoms, in Å:
Lu (-0.4519, -0.3363, 0.5358)
I (-1.2483, 4.1450, 3.3578)
S (1.1193, -3.3599, -0.5888)
O (-0.0260, -1.9813, -0.5365)
O (1.2749, -3.4196, 3.1744)
N (-0.8492, 2.7026, -4.2389)
N (0.7844, 3.4873, -0.3607)
N (-0.3551, 0.5408, -4.3991)
N (0.9580, 2.1197, 0.3616)
N (1.2441, -0.0283, 1.9651)
C (0.4767, 2.6156, -4.6823)
C (-1.0952, 0.7251, 3.3507)
C (-0.4395, -1.5483, 2.5268)
C (1.0626, -3.6455, -2.5039)
C (-1.2008, 1.3989, -3.8299)
C (0.8568, -1.2345, 2.5148)
C (-0.4549, 3.4438, 1.6682)
C (-1.4963, -0.5283, 2.7364)
C (-2.3538, 0.8201, -3.0790)
C (0.0961, 4.4860, 0.7031)
C (0.2356, 1.0094, 2.5713)
C (0.7393, 1.3100, -4.7655)
C (0.3620, 2.2091, 1.5037)
C (-0.0709, -4.4496, 0.2028)
C (1.8590, -2.0535, 3.2169)
H (1.6148, -2.7179, -2.6968)
H (2.1515, -1.9220, 4.3223)
H (-2.0920, -0.2618, -3.0497)
H (0.0041, -3.7374, -2.7634)
H (2.7915, -1.9999, 2.5569)
H (0.7056, 1.3852, 3.6190)
H (1.1257, 3.4033, -4.9728)
H (-1.8478, 1.5708, 3.3362)
H (-2.5941, 1.3286, -2.1081)
H (-0.6206, 0.5849, 4.3306)
H (1.6357, -4.4942, -2.8678)
H (-0.0216, -5.5941, 0.2515)
H (-1.3180, 3.5369, -3.8896)
H (-0.6028, 5.0689, 0.0149)
H (-1.0547, -4.1413, -0.2416)
H (0.0180, -4.0617, 1.2001)
H (1.6893, 0.9931, -5.1769)
H (1.3324, -3.8491, 4.1040)
H (1.7032, 3.9378, -0.1530)
H (0.8290, 5.1695, 1.2913)
H (-3.2428, 0.8141, -3.7282)
H (-2.5110, -0.8641, 2.7287)
H (-0.7223, -2.5778, 2.4878)

Atoms 1-3, force components in eV/Å:
Lu 1.2495 1.6189 -1.5093
I -0.5867 0.5198 1.0045
S -2.9248 1.6814 -1.5571

Output
highest occupied orbital energy (spin up / spin down): -12.8 / -12.8 eV
total energy: -80005.775 eV
orbital gap (spin up / spin down): 5.66 / 4.79 eV
ΔE to the lowest compared entry with this formula, charge and spin: 1047.2 kJ/mol
charge: +2
LUMO level (spin up / spin down): -7.17 / -8.03 eV



[5]
Entry from OMol25: a structure of composition C15H23IrN4P in a non-equilibrium geometry (ωB97M-V/def2-TZVPD).

Positions of all 44 atoms, in Å:
Ir (0.3280, -1.8396, 0.1833)
P (-1.2256, -1.6537, -1.2782)
N (2.3945, -2.9617, 5.9689)
N (0.9420, -1.6362, 1.9475)
N (2.0436, -1.3265, 4.1247)
N (-0.7552, 2.2502, 1.5031)
C (1.5967, 0.4130, -3.2203)
C (0.8485, -0.2868, -2.2786)
C (1.3764, -1.5218, 3.0410)
C (-1.2492, 2.4833, 0.1542)
C (2.4604, 1.4260, -2.8495)
C (-2.6380, -0.5569, -1.6508)
C (-0.1090, -1.3609, -2.6971)
C (-1.5943, 1.4335, 2.3782)
C (1.7356, 1.0980, -0.5216)
C (1.0137, -0.0674, -0.9088)
C (2.5033, 1.7374, -1.5100)
C (0.6755, 2.2151, 1.7629)
C (-1.9097, -3.3028, -1.4547)
C (1.8516, 1.6896, 0.8575)
C (2.2007, -2.2347, 5.0804)
H (-2.3869, -3.4097, -2.4316)
H (-2.3416, 0.4318, -2.0078)
H (2.5423, 2.5533, 0.7755)
H (3.1143, 1.9259, -3.5758)
H (-1.0130, 0.9786, 3.2052)
H (-0.4485, 2.4669, -0.6145)
H (0.8902, 3.3096, 1.8831)
H (-3.2829, -0.4265, -0.7807)
H (1.5379, 0.1332, -4.2696)
H (-2.0839, 1.7978, -0.1170)
H (-3.2586, -0.9964, -2.4409)
H (3.1845, 2.5356, -1.2017)
H (-0.8009, -3.1081, 1.1191)
H (2.4104, 0.9870, 1.4900)
H (-1.0756, -3.9909, -1.2962)
H (-2.2030, 0.6477, 1.8661)
H (-1.1551, -2.4379, 1.0788)
H (-0.6873, -1.1064, -3.5851)
H (-1.6839, 3.5199, 0.1701)
H (-2.3273, 2.1350, 2.8423)
H (0.4005, -2.3138, -2.8661)
H (-2.6457, -3.4208, -0.6535)
H (0.8244, 1.7913, 2.7783)

Atoms 1-3, force components in eV/Å:
Ir 1.9349 0.9253 -0.3440
P -1.7684 -0.6727 -3.8891
N -0.2588 0.8790 -1.1477

Output
highest occupied orbital energy (spin up / spin down): -12.1 / -14.4 eV
total energy: -33989.207 eV
orbital gap (spin up / spin down): 5.29 / 3.73 eV
spin multiplicity: 6
charge: +2
expectation value of S²: 8.80
LUMO level (spin up / spin down): -6.78 / -10.66 eV